No. 1
Density functional theory data (ωB97M-V with the def2-TZVPD basis set) for a structure of composition C36H93F2HgN6O20S2 in a non-equilibrium geometry.

The geometry in XYZ format:
```
160
Properties=species:S:1:pos:R:3:mulliken_charge:R:1
Hg 1.39 4.44 2.86 0.71
N 1.10 2.35 -0.27 -0.02
S 0.47 1.07 -0.81 0.97
O 1.39 -0.05 -0.93 -0.50
O -0.75 1.12 -1.62 -0.52
F -0.03 0.66 0.66 -0.30
S 1.49 2.90 -1.85 1.05
O 0.45 3.60 -2.64 -0.52
O 2.45 2.12 -2.65 -0.53
F 2.55 4.07 -1.46 -0.27
C -1.49 1.94 -7.59 -0.16
C -2.89 2.28 -7.24 -0.56
O -3.53 3.26 -8.02 -0.51
O -1.31 1.41 -8.87 -0.53
H -1.36 1.11 -6.90 0.25
H -0.91 2.85 -7.44 0.26
H -2.92 2.57 -6.19 0.34
H -3.53 1.41 -7.12 0.29
H -3.79 2.72 -8.77 0.31
H -1.33 2.07 -9.57 0.30
C 7.90 -3.32 -2.02 -0.29
C 6.56 -3.73 -1.29 -0.35
O 6.69 -3.41 0.13 -0.50
O 8.05 -3.59 -3.45 -0.52
H 8.70 -3.77 -1.43 0.25
H 8.00 -2.24 -1.93 0.24
H 6.39 -4.77 -1.57 0.29
H 5.72 -3.21 -1.75 0.26
H 5.88 -3.82 0.44 0.31
H 8.34 -2.77 -3.86 0.31
C -2.32 5.87 1.08 -0.38
C -2.79 5.56 2.51 -0.45
O -2.16 4.37 3.02 -0.45
O -0.98 6.34 1.10 -0.45
H -2.95 6.60 0.57 0.42
H -2.35 4.93 0.54 0.17
H -3.86 5.75 2.65 0.44
H -2.38 6.31 3.20 0.22
H -2.91 3.82 3.27 0.23
H -1.05 7.22 0.73 0.28
C -7.65 3.25 8.58 -0.70
O -6.72 3.40 7.51 -0.35
C -5.35 3.66 7.82 -0.61
C -4.55 2.33 7.85 -0.58
N -4.71 1.72 6.51 -0.17
C -4.32 0.30 6.43 -0.59
C -5.48 -0.53 5.80 -0.77
O -6.04 -0.15 4.53 -0.37
C -5.15 0.40 3.55 -0.62
H -7.30 2.53 9.32 0.30
H -8.55 2.96 8.03 0.24
H -7.81 4.16 9.16 0.29
H -5.32 4.21 8.76 0.42
H -4.93 4.39 7.13 0.30
H -4.82 1.68 8.69 0.36
H -3.49 2.54 7.96 0.35
H -5.67 1.59 6.24 0.32
H -4.16 -0.20 7.38 0.33
H -3.43 0.35 5.80 0.32
H -6.21 -0.22 6.55 0.39
H -5.41 -1.62 5.87 0.37
H -4.22 -0.16 3.58 0.30
H -4.94 1.46 3.73 0.19
H -5.56 0.06 2.60 0.33
C 11.25 2.68 -7.34 -0.78
O 9.95 2.15 -7.40 -0.29
C 9.37 2.04 -6.03 -0.58
C 7.93 1.59 -6.19 -0.59
N 7.87 0.20 -6.78 -0.26
C 6.52 -0.32 -6.92 -0.65
C 5.78 0.38 -8.06 -0.71
O 6.46 0.46 -9.36 -0.32
C 6.22 -0.70 -10.21 -0.78
H 11.78 2.36 -8.24 0.25
H 11.80 2.26 -6.50 0.32
H 11.31 3.76 -7.22 0.29
H 9.40 3.07 -5.67 0.40
H 9.92 1.38 -5.36 0.38
H 7.35 2.28 -6.81 0.34
H 7.49 1.49 -5.20 0.39
H 8.17 0.34 -7.73 0.35
H 6.00 -0.36 -5.96 0.44
H 6.44 -1.34 -7.31 0.31
H 5.46 1.31 -7.60 0.42
H 4.79 -0.05 -8.20 0.41
H 6.52 -1.70 -9.90 0.32
H 6.82 -0.59 -11.11 0.29
H 5.17 -0.83 -10.49 0.34
C 3.05 2.31 5.43 -0.78
O 3.64 2.51 4.16 -0.23
C 5.07 2.02 4.01 -0.67
C 5.45 2.12 2.50 -0.48
N 5.71 3.53 2.25 -0.18
C 7.10 3.99 2.51 -0.78
C 8.11 3.66 1.32 -0.48
O 7.49 3.81 0.08 -0.33
C 7.16 5.18 -0.19 -0.79
H 2.01 2.63 5.44 0.18
H 3.49 3.13 6.00 0.36
H 3.23 1.34 5.90 0.30
H 5.07 0.97 4.29 0.44
H 5.79 2.60 4.58 0.32
H 4.54 1.76 2.03 0.34
H 6.36 1.56 2.29 0.38
H 5.65 3.52 1.24 0.29
H 7.45 3.62 3.47 0.36
H 7.01 5.07 2.60 0.37
H 8.50 2.66 1.16 0.28
H 9.06 4.19 1.37 0.40
H 8.04 5.77 -0.40 0.34
H 6.46 5.73 0.44 0.31
H 6.66 5.10 -1.15 0.28
C -7.32 -2.57 -4.26 -0.72
O -8.73 -2.31 -4.39 -0.33
C -9.60 -3.36 -4.30 -0.65
C -10.97 -2.95 -4.91 -0.30
N -11.98 -4.08 -4.61 -0.28
C -13.28 -4.04 -5.27 -0.79
C -13.20 -4.18 -6.79 -0.28
O -13.50 -5.60 -7.24 -0.36
C -13.37 -5.70 -8.63 -0.74
H -7.04 -2.90 -3.26 0.29
H -6.64 -1.84 -4.69 0.27
H -7.17 -3.44 -4.90 0.31
H -9.57 -3.75 -3.29 0.39
H -9.17 -4.14 -4.92 0.34
H -10.86 -2.89 -5.99 0.17
H -11.16 -1.91 -4.64 0.31
H -11.54 -4.99 -4.60 0.29
H -13.82 -3.16 -4.93 0.33
H -13.78 -4.88 -4.80 0.38
H -12.25 -3.81 -7.19 0.36
H -13.92 -3.47 -7.20 0.35
H -13.91 -6.58 -8.99 0.28
H -12.36 -5.85 -9.03 0.28
H -13.84 -4.86 -9.15 0.31
C 3.28 -6.18 4.89 -0.70
O 2.88 -4.82 4.69 -0.34
C 1.54 -4.57 4.84 -0.65
C 0.89 -4.92 6.26 -0.62
N 1.43 -4.12 7.25 -0.26
C 0.99 -4.44 8.60 -0.53
C 1.47 -3.56 9.76 -0.55
O 1.28 -4.08 11.07 -0.38
C -0.11 -4.03 11.50 -0.60
H 4.25 -6.27 4.39 0.24
H 2.64 -6.87 4.35 0.33
H 3.35 -6.38 5.96 0.25
H 1.08 -5.08 3.99 0.45
H 1.38 -3.52 4.61 0.32
H 0.86 -5.98 6.52 0.39
H -0.14 -4.59 6.19 0.40
H 2.43 -4.19 7.13 0.26
H 1.41 -5.42 8.81 0.31
H -0.10 -4.39 8.52 0.38
H 0.92 -2.62 9.84 0.33
H 2.48 -3.43 9.38 0.32
H -0.66 -4.76 10.91 0.27
H -0.46 -3.02 11.29 0.30
H -0.11 -4.24 12.57 0.22
```

Output
Max |F| = 9.069 eV/A
Total charge = +1
LUMO = -9.1 eV
Orbital gap = 0.8 eV
Relative energy (zero: lowest compared OMol25 entry of this formula, charge and spin) = 313.3 kcal/mol
Energy = -4409.19543 hartree



No. 2
Density functional theory data (ωB97M-V with the def2-TZVPD basis set) for a structure of composition C39H42FN8O5Zn.

The geometry in XYZ format:
```
96
Properties=species:S:1:pos:R:3:mulliken_charge:R:1
Zn 0.02 0.10 -0.05 1.09
O 1.72 -2.11 2.85 -0.81
C 0.95 -1.48 2.13 0.38
N 1.06 -1.24 0.83 0.26
C 2.37 -1.39 0.26 -1.29
C 2.89 -0.03 -0.13 0.76
C 4.22 0.13 -0.52 -1.00
C 4.68 1.39 -0.83 -0.33
C 3.80 2.47 -0.75 -1.07
C 2.50 2.21 -0.37 -0.21
N 2.05 1.00 -0.07 0.39
C -0.29 -0.85 2.72 0.17
C -0.67 -1.19 4.02 -0.75
C -1.74 -0.53 4.59 -0.42
C -2.41 0.43 3.83 -1.06
C -1.96 0.68 2.54 -0.36
N -0.91 0.08 2.01 0.34
H 3.05 -1.85 1.00 0.63
H 2.34 -2.03 -0.63 0.25
H 4.86 -0.74 -0.59 0.46
H 5.71 1.55 -1.12 0.44
H 4.12 3.47 -0.96 0.46
H 1.79 3.02 -0.28 0.39
H -0.10 -1.95 4.53 0.54
H -2.05 -0.74 5.60 0.45
H -3.25 0.98 4.23 0.44
H -2.47 1.41 1.92 0.68
F -5.94 -2.37 1.57 -0.36
C -5.44 -2.47 0.31 -0.02
C -4.21 -1.91 0.09 -0.43
C -3.59 -2.04 -1.15 0.71
C -2.30 -1.37 -1.33 1.09
O -1.90 -0.61 -0.44 -0.57
C -1.65 -1.67 -2.57 0.02
C -2.29 -2.43 -3.49 -0.61
N -3.53 -2.97 -3.35 0.25
C -4.08 -3.74 -4.44 -0.28
C -4.35 -5.21 -4.27 -0.44
C -3.23 -4.74 -5.16 -0.95
C -4.21 -2.78 -2.17 -0.75
C -5.51 -3.26 -1.95 -0.78
C -6.15 -3.12 -0.72 -0.52
N -7.48 -3.55 -0.55 0.25
C -8.18 -3.23 0.69 -0.80
C -9.66 -3.62 0.54 -0.76
N -9.98 -3.54 -0.91 -0.11
C -9.32 -4.65 -1.64 -0.76
C -7.90 -4.82 -1.07 -0.65
C -0.23 -1.14 -2.89 -0.29
O 0.23 -1.46 -3.97 -0.80
O 0.31 -0.41 -2.01 -0.20
H -3.70 -1.38 0.88 0.75
H -1.78 -2.61 -4.43 0.78
H -4.78 -3.17 -5.05 0.39
H -5.24 -5.63 -4.72 0.30
H -4.06 -5.66 -3.34 0.22
H -3.34 -4.83 -6.23 0.27
H -2.22 -4.91 -4.81 0.33
H -6.02 -3.74 -2.77 0.86
H -8.10 -2.15 0.86 0.53
H -7.77 -3.75 1.56 0.42
H -10.29 -2.95 1.11 0.39
H -9.84 -4.64 0.87 0.34
H -9.59 -2.65 -1.24 0.38
H -10.99 -3.53 -1.07 0.35
H -9.29 -4.39 -2.70 0.44
H -9.91 -5.56 -1.52 0.36
H -7.23 -5.16 -1.85 0.45
H -7.90 -5.59 -0.28 0.29
C 1.06 1.68 -4.87 -1.07
C 0.95 3.02 -4.15 0.02
N -0.28 3.71 -4.50 0.27
C -0.40 4.19 -5.86 -0.87
C -1.43 3.40 -6.67 -1.11
C -1.25 4.05 -3.64 0.07
O -2.24 4.69 -3.98 -0.66
C -1.07 3.68 -2.19 0.81
C -1.13 4.70 -1.25 -0.63
C -0.98 4.38 0.09 -1.19
C -0.73 3.05 0.42 -0.43
N -0.71 2.07 -0.47 0.35
C -0.91 2.37 -1.74 -0.64
H 1.95 1.15 -4.54 0.41
H 1.12 1.82 -5.95 0.42
H 0.20 1.05 -4.65 0.14
H 1.80 3.66 -4.43 0.30
H 0.99 2.86 -3.08 -0.14
H 0.58 4.14 -6.34 0.42
H -0.72 5.23 -5.82 0.44
H -1.16 2.35 -6.73 0.28
H -1.48 3.81 -7.68 0.38
H -2.41 3.50 -6.21 0.32
H -1.29 5.71 -1.57 0.55
H -1.04 5.13 0.85 0.44
H -0.54 2.77 1.45 0.73
H -0.92 1.54 -2.43 0.47
```

Output
Max |F| = 0.945 eV/A
Total charge = +1
LUMO = -3.3 eV
Orbital gap = 6.3 eV
Relative energy (zero: lowest compared OMol25 entry of this formula, charge and spin) = 8.9 kcal/mol
Energy = -4204.67650 hartree



No. 3
Density functional theory data (ωB97M-V with the def2-TZVPD basis set) for a cluster of 2 separate species, C3H10OS2 in total in a non-equilibrium geometry.

The geometry in XYZ format:
```
16
Properties=species:S:1:pos:R:3:mulliken_charge:R:1
C -2.09 2.42 0.21 -0.69
S -2.02 0.98 -0.99 -0.05
S -1.47 -0.64 0.17 -0.19
H -1.09 2.50 0.61 0.27
H -2.90 2.26 0.90 0.29
H -2.28 3.23 -0.49 0.25
H -0.13 -0.69 0.21 0.13
C 3.11 -1.49 0.72 -0.21
O 2.56 -1.92 -0.51 -0.52
C 3.07 0.03 0.92 -0.93
H 2.55 -2.02 1.49 0.27
H 4.16 -1.81 0.79 0.26
H 2.70 -1.29 -1.22 0.30
H 2.38 0.35 1.71 0.24
H 4.01 0.45 1.31 0.32
H 2.82 0.57 0.01 0.28
```

Output
Max |F| = 2.014 eV/A
LUMO = 0.6 eV
Orbital gap = 9.8 eV
Relative energy (zero: lowest compared OMol25 entry of this formula, charge and spin) = 18.9 kcal/mol
Energy = -991.88150 hartree



No. 4
Density functional theory data (ωB97M-V with the def2-TZVPD basis set) for an isolated molecule of C6H6O3S in a non-equilibrium geometry.

The geometry in XYZ format:
```
16
Properties=species:S:1:pos:R:3:mulliken_charge:R:1
C 1.88 -0.27 1.00 -0.41
C 1.22 1.56 0.07 -0.54
C 0.84 -0.65 0.19 0.83
C 0.33 0.60 -0.33 0.88
C 0.30 -1.93 0.06 -1.15
C -0.82 0.82 -1.10 -1.21
O -3.50 0.07 -0.33 -0.50
O 2.22 1.00 0.86 -0.33
O -1.68 -0.58 1.22 -0.43
S -2.35 0.48 0.45 0.69
H 2.40 -1.12 1.51 0.34
H 1.14 2.65 -0.17 0.35
H -0.33 -2.06 -0.78 0.32
H 0.41 -2.67 0.76 0.38
H -0.93 1.83 -1.46 0.41
H -1.14 0.25 -1.95 0.36
```

Output
Max |F| = 3.461 eV/A
LUMO (alpha / beta) = -0.5 / -2.2 eV
Orbital gap (alpha / beta) = 8.0 / 5.4 eV
Relative energy (zero: lowest compared OMol25 entry of this formula, charge and spin) = 92.8 kcal/mol
Energy = -855.97669 hartree